# C29H59K2O22

A structure of composition C29H59K2O22 at a distorted geometry (ωB97M-V with the def2-TZVPD basis set, OMol25).

HOMO-LUMO gap: 0.101 Ha
energy relative to the best compared isomer or geometry (same formula, charge and spin): 124.1 kcal/mol
HOMO level: -7.04 eV
max |F|: 5.71 eV/A
total charge: +1

Atoms and positions in Å:
K: -12.24991 28.76742 -9.06667
K: -7.28505 26.69389 -6.29054
C: -10.60003 31.26620 -3.50631
O: -10.33136 30.56494 -4.61556
H: -9.84080 31.96199 -3.14920
H: -11.57178 31.75264 -3.59109
H: -10.68743 30.61450 -2.63697
C: -14.87251 33.69915 -14.15774
C: -13.58228 33.10877 -13.65043
O: -13.04107 33.95499 -12.63139
C: -12.04396 33.56219 -11.89066
O: -11.32441 32.58335 -12.05927
O: -11.91344 34.47315 -10.91385
C: -10.83214 34.30057 -10.02006
H: -15.13566 33.04274 -14.98717
H: -14.89530 34.73849 -14.48542
H: -15.52565 33.67664 -13.28539
H: -12.86367 32.99625 -14.46224
H: -13.78479 32.08113 -13.34868
H: -10.41347 33.29560 -9.96677
H: -11.06548 34.56188 -8.98790
H: -10.07628 35.03389 -10.30115
C: -17.14728 34.53272 -7.38045
C: -16.29921 33.40182 -6.77722
O: -17.08329 32.19417 -6.68873
C: -17.13972 31.37547 -7.77617
O: -16.49788 31.52537 -8.80996
O: -17.72046 30.28767 -7.42565
C: -18.03018 29.21165 -8.28208
H: -16.65903 35.49239 -7.54992
H: -18.06965 34.74450 -6.83964
H: -17.44919 34.31078 -8.40402
H: -16.10883 33.72887 -5.75502
H: -15.38970 33.24893 -7.35818
H: -18.82560 28.62224 -7.82600
H: -17.15879 28.58624 -8.47611
H: -18.39204 29.59721 -9.23524
C: -9.75776 39.53902 -3.16580
C: -10.77047 38.51786 -3.68275
O: -11.21430 38.87346 -5.01609
C: -12.21229 39.74319 -5.20763
O: -12.83116 40.29487 -4.33737
O: -12.25356 40.02082 -6.52639
C: -13.21154 41.01984 -6.99056
H: -10.12068 40.56682 -3.16093
H: -8.74911 39.55323 -3.57875
H: -9.66953 39.44139 -2.08377
H: -11.65294 38.43668 -3.04811
H: -10.40502 37.49767 -3.79999
H: -14.19925 40.61093 -6.77770
H: -13.13409 40.97310 -8.07680
H: -12.93514 41.98375 -6.56327
C: -2.75772 39.85716 0.43099
C: -2.74587 38.67045 1.38244
O: -4.08446 38.07448 1.42342
C: -4.49228 37.13042 0.55578
O: -3.86513 36.70833 -0.39812
O: -5.69594 36.70774 1.04693
C: -6.22911 35.46569 0.61188
H: -3.32284 39.57976 -0.45882
H: -1.78319 40.18618 0.07023
H: -3.26850 40.71187 0.87449
H: -2.54881 38.97224 2.41112
H: -2.01042 37.96072 1.00360
H: -5.56086 34.66126 0.91919
H: -6.23696 35.38859 -0.47536
H: -7.25059 35.39410 0.98544
C: -0.81109 28.44135 0.81862
C: -2.14247 28.42439 0.06546
O: -2.40302 29.65670 -0.58244
C: -3.03783 29.75757 -1.79836
O: -3.64124 28.90783 -2.44691
O: -2.95159 31.00687 -2.16603
C: -3.67312 31.45965 -3.35557
H: -0.86391 29.08958 1.69332
H: -0.03021 28.83541 0.16820
H: -0.44795 27.44460 1.06903
H: -2.96132 28.25354 0.76430
H: -2.02740 27.63518 -0.67751
H: -4.71519 31.49157 -3.03749
H: -3.57377 30.77262 -4.19594
H: -3.43346 32.48557 -3.63510
C: -18.79687 36.50206 4.78676
C: -18.08334 36.44254 3.43884
O: -17.75161 35.14273 3.09180
C: -17.32665 34.87515 1.90529
O: -16.72846 35.65751 1.08972
O: -17.61784 33.58535 1.61212
C: -17.15259 32.95347 0.35839
H: -18.23653 35.98327 5.56457
H: -19.61742 35.79469 4.66662
H: -19.07250 37.50515 5.11223
H: -17.16151 37.02414 3.43002
H: -18.80023 36.72548 2.66805
H: -17.41264 31.90348 0.49259
H: -16.08115 33.10610 0.22879
H: -17.74727 33.50241 -0.37176
C: -7.38805 26.67247 0.91171
C: -7.36197 25.52032 -0.13664
O: -6.06889 24.89984 -0.11840
C: -5.73475 23.93056 -0.96073
O: -6.46299 23.47757 -1.87917
O: -4.58242 23.43934 -0.58142
C: -4.10461 22.21441 -1.14970
H: -6.44076 27.20698 0.98262
H: -7.53575 26.37701 1.95045
H: -8.16551 27.40391 0.69113
H: -7.61600 25.76711 -1.16749
H: -8.15035 24.80533 0.09864
H: -3.02138 22.16575 -1.03852
H: -4.23602 22.27739 -2.22991
H: -4.43104 21.30738 -0.64093


# C30H90O15

A cluster of 15 separate species, C30H90O15 in total at a distorted geometry (ωB97M-V with the def2-TZVPD basis set, OMol25).

multiplicity: 2
HOMO-LUMO gap (alpha / beta): 0.351 / 0.103 Ha
energy relative to the best compared isomer or geometry (same formula, charge and spin): 18.8 kcal/mol
HOMO level (alpha / beta): -11.44 / -11.44 eV
max |F|: 2.94 eV/A
total charge: +1

Atoms and positions in Å:
C: 1.28922 5.15315 -1.07990
C: -0.25243 5.02641 -1.28298
O: -0.67129 3.93442 -0.53264
H: 1.89692 4.33975 -1.47633
H: 1.52040 5.17130 -0.01486
H: 1.71232 6.05711 -1.51802
H: -0.42137 4.79891 -2.33550
H: -0.75677 5.95037 -1.00009
H: -1.57766 4.12454 -0.27979
C: -2.72755 2.12735 3.18552
C: -3.97728 1.56776 2.54722
O: -4.39713 0.46832 3.28106
H: -1.94287 1.40797 3.41973
H: -3.04790 2.64096 4.09198
H: -2.13946 2.86516 2.63972
H: -3.78802 1.14693 1.55971
H: -4.75171 2.30611 2.33939
H: -5.22035 0.18731 2.87491
C: 1.17393 -1.72014 -3.29761
C: 2.37673 -0.80695 -3.19535
O: 2.68511 -0.53092 -1.82346
H: 0.23089 -1.26240 -2.99888
H: 1.29768 -2.63120 -2.71214
H: 0.99799 -1.98091 -4.34123
H: 2.28231 0.11866 -3.76319
H: 3.29422 -1.25642 -3.57521
H: 1.98420 0.01492 -1.45961
C: 4.10167 0.80564 1.84101
C: 5.47687 1.54673 1.73361
O: 6.16175 1.65430 2.94031
H: 3.52165 1.14724 2.69832
H: 4.41868 -0.20949 2.08001
H: 3.51985 0.82483 0.91948
H: 5.27553 2.57910 1.44764
H: 6.17284 0.99938 1.09790
H: 5.75942 2.31454 3.50935
C: 5.38444 1.96260 -2.71989
C: 4.40306 2.67477 -1.84113
O: 4.38333 4.05241 -2.09646
H: 5.25472 0.91085 -2.46476
H: 6.42693 2.27604 -2.77535
H: 4.98953 1.99510 -3.73532
H: 4.75911 2.50455 -0.82508
H: 3.38663 2.28546 -1.89935
H: 5.09597 4.40478 -1.55834
C: 1.16058 4.74153 3.14555
C: 0.86787 3.32705 3.52428
O: 1.88207 2.82674 4.31375
H: 1.19721 5.34085 4.05526
H: 0.39605 5.11745 2.46564
H: 1.97046 4.85428 2.42479
H: 0.72973 2.74695 2.61186
H: -0.09160 3.23324 4.03292
H: 1.66526 1.89388 4.37977
C: -0.25734 -0.80458 -0.10524
C: 0.18965 0.58334 0.39109
O: 0.93149 1.25990 -0.59451
H: -0.98846 -0.79131 -0.91357
H: -0.69076 -1.44704 0.66125
H: 0.60256 -1.36233 -0.47618
H: 0.82470 0.46447 1.26898
H: -0.71845 1.12565 0.65443
H: 0.62983 2.17119 -0.60705
C: 3.34142 -0.69024 5.08825
C: 2.00527 -0.78379 4.31709
O: 1.11820 0.16379 4.88577
H: 4.04822 -1.46672 4.79566
H: 3.25414 -0.80953 6.16818
H: 3.80390 0.28259 4.92146
H: 1.53621 -1.76318 4.41133
H: 2.11507 -0.56049 3.25588
H: 0.93921 -0.21988 5.74737
C: -3.89134 1.96157 -1.52798
C: -2.66769 2.25046 -2.44373
O: -3.11676 1.98580 -3.74998
H: -3.63190 2.21053 -0.49899
H: -4.15439 0.90738 -1.61515
H: -4.73836 2.57053 -1.84392
H: -1.74612 1.74358 -2.15758
H: -2.50416 3.32793 -2.42368
H: -2.46318 2.34085 -4.35692
C: -2.04766 -1.50685 4.89353
C: -1.50511 -1.70401 3.45758
O: -2.59263 -1.75013 2.60905
H: -1.20142 -1.61644 5.57173
H: -2.79261 -2.27539 5.09970
H: -2.36879 -0.49981 5.15972
H: -1.03381 -2.68398 3.38251
H: -0.85677 -0.89200 3.12834
H: -3.11535 -0.96803 2.80057
C: -3.93543 -1.85461 -3.18196
C: -2.68024 -1.24253 -3.88640
O: -2.04976 -2.38442 -4.47486
H: -4.44432 -1.04357 -2.66105
H: -3.81165 -2.64405 -2.44063
H: -4.67038 -2.30187 -3.85122
H: -2.00174 -0.62313 -3.29981
H: -3.07537 -0.58821 -4.66348
H: -1.56689 -2.81187 -3.76372
C: 0.56479 -5.24317 1.76924
C: 1.38356 -4.06428 1.27405
O: 2.02184 -4.49852 0.06531
H: 1.18874 -6.10044 2.02195
H: -0.22005 -5.58234 1.09316
H: 0.15272 -4.92919 2.72826
H: 2.13595 -3.73380 1.99015
H: 0.71342 -3.23135 1.06132
H: 2.51332 -3.79061 -0.35768
C: -2.23328 -5.55062 -2.84621
C: -0.85914 -4.93983 -2.50857
O: -1.07449 -3.64849 -1.96876
H: -2.06613 -6.52538 -3.30447
H: -2.86525 -4.96433 -3.51327
H: -2.86785 -5.82735 -2.00428
H: -0.09745 -5.03208 -3.28279
H: -0.47646 -5.48711 -1.64709
H: -1.66191 -3.66606 -1.20966
C: 0.32650 2.34857 -4.18300
C: 0.01820 3.31451 -5.27249
O: -1.36618 3.35084 -5.52978
H: -0.06281 1.34709 -4.36625
H: -0.04728 2.72956 -3.23262
H: 1.40039 2.34511 -3.99636
H: 0.58962 3.16066 -6.18786
H: 0.28103 4.34428 -5.03042
H: -1.52433 4.17587 -5.99445
C: -3.02213 -5.72469 1.20320
C: -3.61820 -4.46216 0.67494
O: -2.70803 -3.45131 0.43354
H: -3.75306 -6.52974 1.27906
H: -2.62274 -5.63562 2.21347
H: -2.19988 -6.04471 0.56321
H: -4.41308 -4.23875 1.38653
H: -4.20387 -4.59858 -0.23417
H: -2.68732 -2.90443 1.22228


# C18H18CrFIN2

A structure of composition C18H18CrFIN2 at a distorted geometry (ωB97M-V with the def2-TZVPD basis set, OMol25).

multiplicity: 5
HOMO-LUMO gap (alpha / beta): 0.193 / 0.276 Ha
energy relative to the best compared isomer or geometry (same formula, charge and spin): 0.0 kcal/mol
HOMO level (alpha / beta): -6.17 / -8.64 eV
max |F|: 1.79 eV/A

Atoms and positions in Å:
C: 3.52698 4.13994 0.92946
C: 4.70139 3.24743 0.56482
H: 3.22143 4.74688 0.07614
H: 3.80606 4.81842 1.73806
H: 2.65187 3.56867 1.25129
H: 4.41835 2.45353 -0.12742
H: 5.48210 3.84145 0.08685
H: 5.13871 2.78296 1.44986
C: -2.84293 0.97909 -0.87129
C: -4.04530 0.93270 -1.54934
C: -4.31145 -0.17638 -2.37728
C: -3.34797 -1.18227 -2.53416
H: -2.55510 1.79656 -0.21719
H: -4.75976 1.74376 -1.41133
H: -5.25553 -0.25585 -2.91697
H: -3.50781 -2.09220 -3.14593
N: -1.91556 -0.00350 -0.97933
C: -2.11868 -1.01442 -1.88274
C: -1.01352 -1.92746 -1.98226
N: 0.05744 -1.60294 -1.18344
C: 1.09208 -2.49336 -1.11949
C: -0.02799 -4.05590 -2.58018
C: 1.08076 -3.70205 -1.80715
H: 1.90422 -2.23937 -0.45012
H: 1.91798 -4.38467 -1.70629
C: -1.08436 -3.15321 -2.64578
H: -2.00990 -3.40781 -3.16462
H: -0.06956 -5.00808 -3.12486
Cr: -0.24759 -0.07715 0.08203
I: 0.33181 2.23679 0.79323
F: -1.89239 -3.49353 5.05740
C: -1.48194 -2.75569 3.97766
C: -1.06056 -1.43855 4.19518
C: -0.65849 -0.69545 3.06036
C: -0.71682 -1.25288 1.79052
C: -1.12153 -2.55534 1.61148
C: -1.52042 -3.34033 2.72118
H: -1.07110 -1.02666 5.18914
H: -0.28812 0.32970 3.14555
H: -1.16370 -2.96983 0.60565
H: -1.86682 -4.36420 2.58971


# C24H27F5NO3PtS4

A structure of composition C24H27F5NO3PtS4 at a distorted geometry (ωB97M-V with the def2-TZVPD basis set, OMol25).

HOMO-LUMO gap: 0.249 Ha
energy relative to the best compared isomer or geometry (same formula, charge and spin): 36.0 kcal/mol
HOMO level: -5.32 eV
max |F|: 2.08 eV/A
total charge: -1

Atoms and positions in Å:
Pt: -0.18548 0.05035 -0.02726
C: -1.77185 0.53363 4.10402
C: -2.95700 0.58082 3.13670
S: -2.55207 0.46530 1.35665
C: -3.23054 -1.16421 0.95379
C: -2.54392 -2.34965 1.61466
S: -0.82529 -2.57836 1.08074
C: 0.04610 -2.73004 2.67425
C: 0.13629 -1.45533 3.49853
S: -1.28475 -1.15139 4.58744
H: -2.04005 1.02590 5.03942
H: -0.90217 1.03745 3.68040
H: -3.45884 1.54500 3.22869
H: -3.67056 -0.20956 3.36674
H: -3.16680 -1.22195 -0.13176
H: -4.28474 -1.15654 1.23892
H: -3.08535 -3.25911 1.34871
H: -2.53569 -2.24954 2.69576
H: 1.05426 -3.02496 2.37882
H: -0.41139 -3.55407 3.22448
H: 0.24084 -0.60312 2.83856
H: 1.00901 -1.49894 4.15167
F: -0.24957 -2.38446 -2.05931
C: -1.25817 -1.54083 -2.37140
C: -1.40029 -0.35869 -1.65814
C: -2.45329 0.43526 -2.07281
F: -2.66198 1.63034 -1.47269
C: -3.34465 0.07404 -3.06667
F: -4.38077 0.86079 -3.38113
C: -3.18187 -1.13413 -3.71649
F: -4.06432 -1.52661 -4.63621
C: -2.11259 -1.94328 -3.38052
F: -1.94949 -3.11507 -3.99933
C: 1.93959 2.21923 4.47145
C: 2.74046 1.76423 3.24542
C: 3.54938 2.93787 2.67922
C: 3.69711 0.63330 3.65129
C: 1.81710 1.25786 2.20886
C: 1.06308 0.80510 1.36926
H: 2.61560 2.54921 5.26540
H: 1.33187 1.39739 4.85805
H: 1.27562 3.04638 4.21447
H: 4.24745 3.32096 3.42968
H: 2.88787 3.74790 2.37008
H: 4.12125 2.61573 1.80800
H: 4.37526 0.97005 4.44083
H: 4.29178 0.31336 2.79423
H: 3.13527 -0.22834 4.01566
N: 1.65112 0.01875 -1.36922
C: 1.42142 0.12790 -2.78956
C: 0.73172 1.22352 -3.28402
C: 0.49037 1.33162 -4.64436
C: 0.93064 0.32966 -5.50397
C: 1.60987 -0.77225 -5.00453
C: 1.85774 -0.86996 -3.64239
S: 0.72819 0.51977 -7.28402
O: 2.06381 0.91184 -7.71116
O: -0.27676 1.56191 -7.42515
O: 0.31843 -0.79749 -7.74343
H: 2.26493 -0.73965 -1.11035
H: 1.93490 0.89572 -0.94667
H: 0.36869 1.97395 -2.58727
H: -0.03944 2.17346 -5.07063
H: 1.94646 -1.53891 -5.69030
H: 2.38619 -1.72916 -3.24008